No. 1
ORCA calculation (the ωB97M-V functional and the def2-TZVPD basis) on a molecular structure, C36H84N4O8 in a non-equilibrium geometry.

Element x y z (Å)
C (-0.99, 1.91, 3.52)
C (-1.70, 1.20, 2.35)
C (-2.20, -0.19, 2.79)
C (-3.58, -0.27, 3.42)
C (-4.60, 0.56, 2.64)
C (-4.15, 2.01, 2.43)
N (-2.84, 1.94, 1.79)
O (-2.46, 3.15, 1.17)
C (-5.23, 2.56, 1.44)
C (-4.13, 2.85, 3.69)
C (-0.65, 1.01, 1.26)
H (-1.61, 1.86, 4.42)
H (-0.60, 2.91, 3.37)
H (-0.21, 1.22, 3.87)
H (-2.11, -0.90, 1.97)
H (-1.56, -0.54, 3.61)
H (-3.58, 0.08, 4.46)
H (-3.89, -1.32, 3.47)
H (-5.60, 0.43, 3.06)
H (-4.70, 0.05, 1.68)
H (-6.11, 2.80, 2.03)
H (-4.83, 3.44, 0.94)
H (-5.39, 1.88, 0.61)
H (-5.11, 3.09, 4.12)
H (-3.62, 2.32, 4.49)
H (-3.65, 3.82, 3.54)
H (-0.12, 1.91, 0.96)
H (-1.11, 0.59, 0.36)
H (0.05, 0.19, 1.44)
H (-2.11, 3.69, 1.90)
C (-4.40, -1.62, -2.99)
C (-4.33, -2.39, -1.67)
C (-2.86, -2.31, -1.14)
C (-2.51, -0.92, -0.57)
C (-3.44, -0.72, 0.63)
C (-4.91, -0.76, 0.23)
N (-5.18, -1.94, -0.56)
O (-6.55, -2.05, -0.92)
C (-5.72, -0.75, 1.54)
C (-5.23, 0.56, -0.50)
C (-4.62, -3.87, -1.88)
H (-4.06, -0.59, -2.97)
H (-5.46, -1.59, -3.25)
H (-3.76, -2.07, -3.75)
H (-2.87, -3.03, -0.31)
H (-2.14, -2.57, -1.91)
H (-2.73, -0.14, -1.29)
H (-1.47, -0.90, -0.25)
H (-3.25, 0.19, 1.20)
H (-3.15, -1.54, 1.31)
H (-5.56, -1.59, 2.21)
H (-5.39, 0.10, 2.14)
H (-6.78, -0.75, 1.29)
H (-5.35, 1.43, 0.16)
H (-4.57, 0.81, -1.32)
H (-6.29, 0.51, -0.79)
H (-3.72, -4.42, -2.15)
H (-5.34, -3.96, -2.72)
H (-5.21, -4.33, -1.09)
H (-6.88, -2.63, -0.23)
C (2.66, 2.56, 0.02)
C (3.93, 2.91, -0.77)
C (4.91, 3.65, 0.14)
C (6.28, 3.86, -0.58)
C (6.85, 2.51, -1.02)
C (5.90, 1.64, -1.84)
N (4.54, 1.65, -1.24)
O (4.39, 0.60, -0.28)
C (5.83, 2.14, -3.29)
C (6.54, 0.24, -1.91)
C (3.52, 3.77, -1.93)
H (2.11, 1.76, -0.49)
H (2.03, 3.44, 0.14)
H (2.85, 2.07, 0.97)
H (4.51, 4.64, 0.36)
H (5.11, 3.04, 1.02)
H (6.97, 4.27, 0.16)
H (6.28, 4.59, -1.40)
H (7.10, 1.93, -0.11)
H (7.77, 2.66, -1.59)
H (5.20, 1.52, -3.93)
H (5.70, 3.21, -3.46)
H (6.85, 1.98, -3.67)
H (7.60, 0.34, -2.12)
H (6.54, -0.17, -0.90)
H (6.11, -0.46, -2.62)
H (3.04, 4.68, -1.55)
H (2.74, 3.30, -2.54)
H (4.25, 4.15, -2.64)
H (5.07, 0.75, 0.40)
C (0.59, -2.19, 2.13)
C (2.07, -2.23, 1.73)
C (2.64, -3.57, 2.31)
C (2.48, -4.74, 1.36)
C (2.89, -4.41, -0.07)
C (2.14, -3.22, -0.63)
N (2.29, -2.11, 0.30)
O (1.83, -0.89, -0.23)
C (2.77, -2.76, -1.96)
C (0.63, -3.53, -0.91)
C (2.75, -1.08, 2.46)
H (-0.01, -3.03, 1.77)
H (0.13, -1.29, 1.70)
H (0.40, -2.23, 3.20)
H (3.71, -3.43, 2.48)
H (2.13, -3.71, 3.26)
H (1.45, -5.10, 1.40)
H (3.18, -5.49, 1.75)
H (2.62, -5.29, -0.66)
H (3.97, -4.26, -0.14)
H (2.09, -2.08, -2.48)
H (3.75, -2.30, -1.88)
H (2.83, -3.65, -2.60)
H (0.03, -2.73, -0.51)
H (0.37, -3.79, -1.94)
H (0.42, -4.41, -0.29)
H (3.76, -0.92, 2.09)
H (2.82, -1.25, 3.54)
H (2.20, -0.14, 2.36)
H (2.48, -0.26, 0.09)
O (-0.06, 0.72, -2.15)
H (0.04, 0.68, -1.19)
H (0.83, 0.52, -2.50)
O (-2.29, 2.30, -3.20)
H (-2.78, 2.08, -2.40)
H (-1.42, 1.88, -3.06)
O (1.31, 1.47, -5.28)
H (1.25, 0.68, -4.72)
H (2.16, 1.37, -5.72)
O (2.64, 0.32, -3.02)
H (3.03, 0.94, -2.38)
H (2.82, -0.55, -2.65)

Calculated values
**Molecular weight**: 701.09 g/mol
**Energy relative to the best compared isomer or geometry (same formula, charge and spin)**: 17.5342 eV
**Frontier orbital gap**: 6.516 eV
**Lowest unoccupied orbital energy**: 0.22 eV
**Spin multiplicity**: 1

Here are the Mulliken charges for atoms 1 to 99, given in e: number 1, C, carries -1.67; number 2, C, carries 2.76; number 3, C, carries -0.45; number 4, C, carries -1.19; number 5, C, carries 0.76; number 6, C, carries 2.28; number 7, N, carries 0.82; number 8, O, carries -0.62; number 9, C, carries -1.53; number 10, C, carries -1.77; number 11, C, carries -0.85; number 12, H, carries 0.39; number 13, H, carries 0.28; number 14, H, carries 0.41; number 15, H, carries -0.22; number 16, H, carries 0.88; number 17, H, carries 0.72; number 18, H, carries 0.55; number 19, H, carries -0.15; number 20, H, carries -1.56; number 21, H, carries 0.40; number 22, H, carries 0.44; number 23, H, carries 0.19; number 24, H, carries 0.42; number 25, H, carries 0.33; number 26, H, carries 0.27; number 27, H, carries 0.45; number 28, H, carries -1.49; number 29, H, carries 0.42; number 30, H, carries 0.37; number 31, C, carries -1.77; number 32, C, carries 2.13; number 33, C, carries -2.42; number 34, C, carries 1.42; number 35, C, carries -0.40; number 36, C, carries 1.48; number 37, N, carries 0.59; number 38, O, carries -0.50; number 39, C, carries -2.02; number 40, C, carries -0.83; number 41, C, carries -1.90; number 42, H, carries 0.22; number 43, H, carries 0.51; number 44, H, carries 0.42; number 45, H, carries 0.40; number 46, H, carries 0.91; number 47, H, carries -0.36; number 48, H, carries -0.89; number 49, H, carries -1.35; number 50, H, carries 0.49; number 51, H, carries 0.32; number 52, H, carries -0.08; number 53, H, carries 0.54; number 54, H, carries -0.54; number 55, H, carries 0.18; number 56, H, carries 0.74; number 57, H, carries 0.36; number 58, H, carries 0.40; number 59, H, carries 0.35; number 60, H, carries 0.35; number 61, C, carries -1.91; number 62, C, carries 1.81; number 63, C, carries -0.95; number 64, C, carries -0.76; number 65, C, carries -1.07; number 66, C, carries 1.23; number 67, N, carries 0.26; number 68, O, carries -0.04; number 69, C, carries -1.88; number 70, C, carries -1.77; number 71, C, carries -1.72; number 72, H, carries -0.03; number 73, H, carries 0.81; number 74, H, carries 0.18; number 75, H, carries 0.40; number 76, H, carries 0.36; number 77, H, carries 0.45; number 78, H, carries 0.36; number 79, H, carries 0.39; number 80, H, carries 0.45; number 81, H, carries 0.23; number 82, H, carries 0.44; number 83, H, carries 0.52; number 84, H, carries 0.46; number 85, H, carries 0.35; number 86, H, carries 0.38; number 87, H, carries 0.52; number 88, H, carries 0.10; number 89, H, carries 0.37; number 90, H, carries 0.29; number 91, C, carries -1.63; number 92, C, carries 1.72; number 93, C, carries -1.41; number 94, C, carries -0.67; number 95, C, carries -1.12; number 96, C, carries 1.94; number 97, N, carries 0.32; number 98, O, carries 2.29; number 99, C, carries -2.80

---

No. 2
ORCA calculation (the ωB97M-V functional and the def2-TZVPD basis) on 6 unconnected molecules or ions with the total composition C36H84O18 in a non-equilibrium geometry.

Element x y z (Å)
C (2.05, -0.25, -9.83)
O (2.25, 0.31, -8.50)
C (1.08, 0.72, -7.79)
C (0.78, 2.21, -8.28)
O (0.21, 2.32, -9.58)
C (0.30, 3.63, -10.28)
C (0.47, 3.26, -11.76)
O (-0.28, 4.15, -12.48)
C (-0.28, 3.85, -13.86)
H (2.55, -1.18, -10.08)
H (2.47, 0.50, -10.50)
H (1.01, -0.28, -10.14)
H (1.34, 0.69, -6.74)
H (0.29, -0.02, -7.95)
H (1.53, 2.98, -8.07)
H (-0.07, 2.42, -7.63)
H (1.05, 4.25, -9.79)
H (-0.59, 4.25, -10.22)
H (0.25, 2.21, -11.97)
H (1.55, 3.39, -11.83)
H (0.72, 4.04, -14.25)
H (-0.87, 4.61, -14.37)
H (-0.74, 2.91, -14.17)
C (7.86, 1.00, 3.25)
O (8.69, -0.15, 3.50)
C (7.97, -1.33, 3.98)
C (9.01, -2.37, 4.59)
O (9.14, -3.40, 3.63)
C (10.45, -4.08, 3.40)
C (11.71, -3.18, 2.94)
O (12.71, -3.07, 3.99)
C (13.92, -2.45, 3.64)
H (7.60, 1.22, 4.28)
H (6.95, 0.69, 2.74)
H (8.35, 1.81, 2.71)
H (7.49, -1.70, 3.07)
H (7.21, -1.01, 4.69)
H (8.68, -2.70, 5.57)
H (9.87, -1.75, 4.83)
H (10.29, -4.87, 2.67)
H (10.90, -4.70, 4.18)
H (11.38, -2.16, 2.71)
H (12.17, -3.59, 2.04)
H (13.95, -1.38, 3.43)
H (14.39, -3.06, 2.87)
H (14.47, -2.38, 4.58)
C (-4.93, -9.97, -2.82)
O (-4.76, -10.09, -1.45)
C (-5.74, -10.69, -0.75)
C (-6.97, -9.79, -0.64)
O (-6.65, -8.46, -0.12)
C (-7.67, -7.51, -0.22)
C (-8.00, -6.86, -1.60)
O (-6.77, -6.81, -2.40)
C (-5.77, -5.96, -2.18)
H (-5.07, -10.95, -3.27)
H (-4.25, -9.38, -3.43)
H (-5.82, -9.37, -3.04)
H (-5.41, -10.88, 0.28)
H (-6.12, -11.60, -1.20)
H (-7.70, -10.25, 0.01)
H (-7.48, -9.62, -1.59)
H (-7.66, -6.64, 0.44)
H (-8.61, -7.99, 0.03)
H (-8.35, -5.85, -1.41)
H (-8.77, -7.30, -2.23)
H (-4.88, -6.50, -2.52)
H (-5.70, -5.89, -1.09)
H (-5.86, -4.99, -2.66)
C (1.74, 2.10, 0.93)
O (1.67, 0.84, 0.16)
C (0.65, -0.07, 0.60)
C (0.83, -1.53, 0.20)
O (2.07, -2.11, 0.65)
C (2.54, -3.23, -0.03)
C (1.63, -4.49, 0.07)
O (1.02, -4.90, -1.12)
C (0.24, -6.07, -0.90)
H (0.79, 2.63, 0.86)
H (2.56, 2.72, 0.57)
H (1.98, 2.12, 1.99)
H (-0.33, 0.35, 0.35)
H (0.49, -0.06, 1.68)
H (0.78, -1.65, -0.88)
H (0.00, -2.08, 0.64)
H (3.52, -3.33, 0.44)
H (2.84, -3.14, -1.08)
H (0.85, -4.23, 0.78)
H (2.15, -5.36, 0.48)
H (-0.38, -6.16, -1.79)
H (-0.35, -6.12, 0.02)
H (0.89, -6.94, -0.85)
C (-2.85, 13.78, 6.15)
O (-3.24, 13.72, 4.82)
C (-3.67, 12.51, 4.20)
C (-2.76, 11.42, 3.65)
O (-1.84, 11.14, 4.77)
C (-1.02, 9.97, 4.70)
C (-0.13, 9.72, 3.42)
O (-0.93, 9.46, 2.21)
C (-0.38, 9.88, 1.08)
H (-1.88, 13.32, 6.30)
H (-3.61, 13.55, 6.90)
H (-2.67, 14.85, 6.24)
H (-4.24, 12.98, 3.39)
H (-4.44, 12.00, 4.76)
H (-2.30, 11.80, 2.74)
H (-3.32, 10.49, 3.49)
H (-1.75, 9.15, 4.71)
H (-0.46, 9.81, 5.63)
H (0.49, 8.84, 3.55)
H (0.43, 10.62, 3.20)
H (-1.08, 10.16, 0.28)
H (0.20, 9.06, 0.67)
H (0.17, 10.82, 1.17)
C (-5.37, 2.20, 3.27)
O (-4.77, 1.34, 4.25)
C (-3.41, 1.56, 4.69)
C (-2.90, 0.36, 5.57)
O (-2.86, -0.95, 4.92)
C (-4.12, -1.47, 4.57)
C (-4.24, -3.04, 4.46)
O (-3.05, -3.61, 3.97)
C (-3.15, -4.98, 3.65)
H (-6.44, 1.99, 3.19)
H (-4.85, 1.97, 2.35)
H (-5.26, 3.26, 3.51)
H (-3.24, 2.45, 5.29)
H (-2.75, 1.46, 3.83)
H (-3.60, 0.43, 6.40)
H (-2.00, 0.72, 6.07)
H (-4.20, -1.03, 3.58)
H (-4.89, -1.19, 5.29)
H (-5.19, -3.25, 3.95)
H (-4.49, -3.51, 5.41)
H (-2.15, -5.36, 3.89)
H (-3.37, -5.13, 2.60)
H (-3.94, -5.56, 4.13)

Calculated values
**SMILES string**: COCCOCCOC.COCCOCCOC.COCCOCCOC.COCCOCCOC.COCCOCCOC.COCCOCCOC
**Molecular weight**: 805.05 g/mol
**Energy relative to the best compared isomer or geometry (same formula, charge and spin)**: 15.6679 eV
**Frontier orbital gap**: 9.489 eV
**Lowest unoccupied orbital energy**: 0.51 eV
**Spin multiplicity**: 1

Here are the Mulliken charges for atoms 1 to 99, given in e: number 1, C, carries -0.63; number 2, O, carries -0.41; number 3, C, carries -0.52; number 4, C, carries -0.45; number 5, O, carries -0.29; number 6, C, carries -0.44; number 7, C, carries -0.42; number 8, O, carries -0.33; number 9, C, carries -0.78; number 10, H, carries 0.30; number 11, H, carries 0.22; number 12, H, carries 0.28; number 13, H, carries 0.31; number 14, H, carries 0.36; number 15, H, carries 0.40; number 16, H, carries 0.26; number 17, H, carries 0.31; number 18, H, carries 0.28; number 19, H, carries 0.36; number 20, H, carries 0.26; number 21, H, carries 0.32; number 22, H, carries 0.28; number 23, H, carries 0.30; number 24, C, carries -0.68; number 25, O, carries -0.32; number 26, C, carries -0.47; number 27, C, carries -0.46; number 28, O, carries -0.39; number 29, C, carries -0.61; number 30, C, carries -0.43; number 31, O, carries -0.34; number 32, C, carries -0.73; number 33, H, carries 0.30; number 34, H, carries 0.27; number 35, H, carries 0.22; number 36, H, carries 0.27; number 37, H, carries 0.40; number 38, H, carries 0.35; number 39, H, carries 0.34; number 40, H, carries 0.34; number 41, H, carries 0.34; number 42, H, carries 0.31; number 43, H, carries 0.45; number 44, H, carries 0.30; number 45, H, carries 0.30; number 46, H, carries 0.25; number 47, C, carries -0.71; number 48, O, carries -0.29; number 49, C, carries -0.57; number 50, C, carries -0.59; number 51, O, carries -0.30; number 52, C, carries -0.64; number 53, C, carries -0.48; number 54, O, carries -0.32; number 55, C, carries -0.59; number 56, H, carries 0.33; number 57, H, carries 0.30; number 58, H, carries 0.21; number 59, H, carries 0.31; number 60, H, carries 0.37; number 61, H, carries 0.38; number 62, H, carries 0.39; number 63, H, carries 0.51; number 64, H, carries 0.36; number 65, H, carries 0.38; number 66, H, carries 0.25; number 67, H, carries 0.16; number 68, H, carries 0.31; number 69, H, carries 0.24; number 70, C, carries -0.78; number 71, O, carries -0.34; number 72, C, carries -0.70; number 73, C, carries -0.36; number 74, O, carries -0.37; number 75, C, carries -0.63; number 76, C, carries -0.25; number 77, O, carries -0.34; number 78, C, carries -0.73; number 79, H, carries 0.31; number 80, H, carries 0.28; number 81, H, carries 0.32; number 82, H, carries 0.44; number 83, H, carries 0.34; number 84, H, carries 0.35; number 85, H, carries 0.27; number 86, H, carries 0.36; number 87, H, carries 0.34; number 88, H, carries 0.25; number 89, H, carries 0.38; number 90, H, carries 0.25; number 91, H, carries 0.30; number 92, H, carries 0.31; number 93, C, carries -0.64; number 94, O, carries -0.34; number 95, C, carries -0.73; number 96, C, carries -0.13; number 97, O, carries -0.31; number 98, C, carries -0.73; number 99, C, carries -0.46

---

lowest unoccupied orbital energy of number 2 (C36H84O18)? 0.51 eV